No. 1
{
  "formula": "C15H10N2",
  "method": "the ωB97M-V functional and the def2-TZVPD basis",
  "homo_lumo_gap_ev": 7.78,
  "largest_force_ha_per_bohr": 0.0861,
  "smiles": "c1ccc2c(c1)c1c(c3ccccc32)=NCN=1",
  "homo_ha": -0.3113,
  "e_lumo_ev": -0.69,
  "e_above_lowest_kcal_mol": 0.0,
  "elements": ["C", "C", "C", "C", "C", "C", "C", "C", "C", "C", "C", "C", "C", "C", "N", "C", "N", "H", "H", "H", "H", "H", "H", "H", "H", "H", "H"],
  "coordinates": [[0.790058, 1.198120, 3.347933], [0.365266, -0.124242, 3.516503], [0.026984, -0.913462, 2.399141], [0.060093, -0.357000, 1.071397], [0.442421, 0.990723, 0.954519], [0.844570, 1.713997, 2.085514], [0.488504, 1.589585, -0.328078], [0.058861, 0.907007, -1.430703], [-0.345215, -0.408657, -1.331800], [-0.762798, -1.090529, -2.499201], [-1.198299, -2.411385, -2.434385], [-1.174831, -3.113533, -1.216639], [-0.748796, -2.458846, -0.058436], [-0.329659, -1.089010, -0.105382], [0.164776, 1.649412, -2.496835], [0.725408, 2.955696, -2.080448], [0.931806, 2.781959, -0.625518], [1.203302, 1.763493, 4.202005], [0.307599, -0.574585, 4.505062], [-0.303958, -1.940689, 2.535604], [1.168072, 2.733783, 1.965249], [-0.662457, -0.589786, -3.458419], [-1.426266, -2.972537, -3.325030], [-1.492358, -4.129149, -1.193787], [-0.818657, -2.999074, 0.855422], [1.659443, 3.130529, -2.565760], [0.026129, 3.758178, -2.287930]],
  "forces_ev_per_a": [[0.6, -0.6, 0.8], [-0.3, -0.9, -0.9], [0.1, 1.2, -0.4], [0.2, 0.4, 2.5], [0.5, -0.6, 2.0], [-0.2, 0.4, -0.3], [1.8, 3.8, 1.3], [0.3, 2.2, -3.8], [-1.5, -3.9, -1.2], [0.0, -0.7, 0.3], [0.8, 0.1, 0.4], [0.4, 1.8, 0.2], [-0.2, 0.9, -1.4], [-0.8, -1.4, -0.7], [-0.2, -0.1, -0.9], [-1.1, -3.1, 2.3], [-0.2, 0.3, 0.3], [-0.6, -0.3, -0.5], [0.1, 0.1, -0.2], [0.2, 0.3, 0.1], [0.1, 0.2, -0.3], [-0.2, 0.0, 0.2], [-0.2, 0.2, -0.3], [-0.2, -0.6, 0.1], [0.2, -0.2, 0.6], [0.7, 0.1, -0.4], [-0.1, 0.2, 0.0]]
}



No. 2
{
  "formula": "C21H22Co2NO6",
  "method": "the ωB97M-V functional and the def2-TZVPD basis",
  "homo_lumo_gap_ev": 3.68,
  "largest_force_ha_per_bohr": 0.1065,
  "homo_ha": -0.0466,
  "e_lumo_ev": 2.42,
  "charge": -1,
  "e_above_lowest_kcal_mol": 173.7,
  "elements": ["C", "C", "N", "C", "C", "C", "C", "H", "H", "H", "H", "H", "H", "H", "H", "H", "H", "H", "H", "H", "H", "H", "O", "C", "Co", "C", "O", "C", "O", "C", "C", "C", "C", "C", "C", "C", "C", "C", "Co", "C", "O", "C", "O", "C", "O", "H", "H", "H", "H", "H", "H", "H"],
  "coordinates": [[1.336463, 1.730892, -3.545177], [1.046633, 0.807999, -2.413063], [-0.450944, 0.402999, -2.141948], [-1.093919, 1.899405, -1.451269], [-0.984407, 3.124149, -2.302672], [-1.348163, 0.279991, -3.398677], [-0.755418, -0.443316, -4.549145], [2.405153, 1.926623, -3.518785], [1.100940, 1.278799, -4.496975], [0.867470, 2.699599, -3.498589], [1.633166, -0.112435, -2.518173], [1.334711, 1.205358, -1.433553], [-2.107365, 1.582625, -1.214425], [-0.472894, 1.988201, -0.554781], [-1.669728, 3.902758, -1.961006], [0.002356, 3.577252, -2.221561], [-1.218909, 2.960942, -3.353423], [-2.250669, -0.186710, -2.989677], [-1.644822, 1.293289, -3.657127], [-1.564125, -0.900978, -5.121516], [-0.219980, 0.233870, -5.201755], [-0.090622, -1.230279, -4.228946], [-2.492657, 1.112165, 1.443263], [-1.388222, 0.819284, 1.227456], [0.245973, 0.284967, 0.923224], [-0.287441, -0.955914, -1.627986], [0.383131, -1.756899, -2.268606], [1.551403, 1.429390, 1.094566], [2.240686, 2.333592, 1.313268], [0.109601, -1.282201, 2.027967], [-0.274092, -0.981703, 3.406584], [-0.104441, 0.315683, 3.949188], [-0.439619, 0.592269, 5.278990], [-0.953732, -0.409885, 6.099537], [-1.061544, -1.710964, 5.598793], [-0.718475, -2.008182, 4.278579], [-0.131940, -1.547551, 0.656995], [-1.043226, -1.481362, -0.451700], [1.515974, -2.035104, 1.224131], [2.947352, -0.962515, 1.072065], [3.901260, -0.338860, 0.858898], [1.999957, -3.135338, 2.548417], [2.304953, -3.810573, 3.426693], [2.041712, -2.784272, -0.280611], [2.571164, -3.301110, -1.174229], [0.281987, 1.125684, 3.312742], [-0.310073, 1.612606, 5.645669], [-1.226666, -0.182754, 7.124107], [-1.429418, -2.512079, 6.236705], [-0.822225, -3.024388, 3.879124], [-1.310600, -2.513325, -0.712182], [-1.955709, -0.911693, -0.339402]],
  "forces_ev_per_a": [[0.3, 0.3, -0.5], [-0.4, -0.2, 0.8], [0.9, 3.7, -2.3], [0.5, -2.3, 0.2], [0.1, 0.4, -0.5], [-0.1, 0.5, 1.4], [-0.2, -0.5, -0.9], [0.2, -0.1, -0.1], [0.2, 0.0, -0.3], [0.0, -0.1, -0.1], [-0.5, 0.3, -0.2], [-0.1, 0.1, -0.2], [0.1, 0.1, 0.1], [-0.3, -0.4, 0.0], [-0.3, -0.3, 0.3], [-0.1, -0.1, 0.0], [0.0, 0.2, -0.1], [0.1, -0.2, -0.2], [0.0, -0.2, -0.3], [0.0, 0.0, -0.1], [0.0, 0.0, -0.2], [0.1, -0.2, 0.0], [-0.2, 0.0, 0.6], [1.2, 0.2, -1.6], [1.2, -0.6, -0.2], [-0.4, -1.3, 2.4], [0.2, 0.6, -0.5], [-0.8, 1.2, 1.3], [0.9, 0.4, -0.4], [-3.0, 1.5, -0.2], [-0.1, -0.7, 0.8], [-0.1, -0.1, 0.4], [0.0, -0.2, -0.4], [0.3, -0.1, -0.2], [-0.1, 0.0, -0.2], [-0.1, 0.7, -0.1], [-2.0, 1.1, 4.2], [-1.4, -1.5, -1.3], [4.9, -1.3, -2.1], [1.0, 1.7, 0.1], [-0.8, -1.0, 0.3], [-0.6, -0.3, 0.1], [0.0, 0.3, -0.3], [1.1, -1.9, -1.4], [-0.9, 0.9, 1.1], [-0.2, -0.7, 0.3], [-0.1, -0.3, 0.0], [0.0, -0.1, 0.0], [0.0, 0.1, 0.0], [0.1, 0.4, 0.2], [-0.4, -0.4, -0.5], [-0.3, 0.2, 0.6]]
}



No. 3
{
  "formula": "H42O21",
  "method": "the ωB97M-V functional and the def2-TZVPD basis",
  "homo_lumo_gap_ev": 10.36,
  "largest_force_ha_per_bohr": 0.1073,
  "homo_ha": -0.3931,
  "e_lumo_ev": -0.34,
  "e_above_lowest_kcal_mol": 235.4,
  "elements": ["O", "H", "H", "O", "H", "H", "O", "H", "H", "O", "H", "H", "O", "H", "H", "O", "H", "H", "O", "H", "H", "O", "H", "H", "O", "H", "H", "O", "H", "H", "O", "H", "H", "O", "H", "H", "O", "H", "H", "O", "H", "H", "O", "H", "H", "O", "H", "H", "O", "H", "H", "O", "H", "H", "O", "H", "H", "O", "H", "H", "O", "H", "H"],
  "coordinates": [[1.565551, -0.046672, 4.501514], [1.041198, -0.133884, 3.677619], [1.866769, 0.879120, 4.535889], [-4.093190, -0.671207, -2.724440], [-4.585415, -1.436452, -2.427195], [-3.369744, -0.791325, -3.305860], [-4.587503, -0.801374, 0.358408], [-3.877559, -1.186257, -0.111229], [-5.133952, -0.189127, -0.117422], [-0.326899, -2.763163, 3.839802], [0.246411, -3.260614, 4.380535], [-0.127131, -2.985295, 2.939028], [-3.601935, 0.583854, 2.570860], [-4.474074, 0.634343, 2.987901], [-4.193633, 0.793860, 1.773460], [-0.054264, 4.239536, -1.416987], [0.710670, 4.398630, -1.980761], [-0.268668, 3.333497, -1.691316], [3.985965, 0.173638, 0.476814], [4.175742, 0.288209, 1.417738], [4.692486, 0.427756, -0.125296], [1.024287, 0.201849, 1.553537], [2.018864, 0.323928, 1.401957], [0.684880, -0.624454, 1.084751], [-1.586755, -0.646942, -2.703706], [-0.691013, -0.601887, -3.048570], [-1.638224, -1.447467, -3.220841], [0.860873, 2.373507, -4.002266], [1.406734, 1.976480, -4.703718], [0.417395, 1.585087, -3.826589], [-0.505848, 4.789183, 2.594647], [-0.805671, 4.224893, 3.328072], [-0.655635, 4.514709, 1.698818], [-0.252554, -3.288213, -3.286474], [0.317839, -3.796079, -3.811105], [0.378986, -3.376443, -2.486728], [-0.650028, -2.766761, 0.023149], [-1.026855, -2.991923, -0.869288], [-1.507000, -2.336846, 0.367531], [-3.550681, 2.666355, -0.344425], [-3.857001, 1.773929, -0.174797], [-3.439798, 3.083664, 0.553132], [2.038427, -2.610908, 2.726515], [2.604335, -1.886001, 2.970356], [2.289276, -2.884493, 1.819151], [1.263928, -0.125767, -3.575009], [0.771480, -0.392514, -2.603056], [1.956737, -0.744839, -3.491239], [3.563817, -2.550937, -2.048006], [3.274107, -2.337969, -1.137167], [4.407231, -2.917692, -1.843813], [1.683211, -2.102098, -0.081976], [1.126060, -1.658838, -0.718006], [1.271156, -2.367790, 0.668089], [0.752406, 0.233957, -1.165333], [1.601395, 0.381631, -0.714960], [0.566064, 1.192333, -1.221238], [-1.232319, 2.078993, 2.378313], [-0.262024, 2.025613, 2.405838], [-1.593122, 1.203805, 2.531895], [2.496345, 2.331271, 1.181483], [1.768832, 2.908676, 1.363349], [3.119063, 3.099935, 0.868668]],
  "forces_ev_per_a": [[0.1, 0.4, -0.4], [0.3, 0.2, 0.4], [-0.3, -0.6, -0.1], [-2.1, 1.2, 1.4], [0.4, -0.4, -0.7], [0.7, -0.7, -0.6], [-1.3, 0.0, 2.1], [0.8, 0.1, -1.4], [0.1, 0.0, -1.2], [-2.1, 1.1, -0.2], [1.2, -0.8, 0.7], [0.4, -0.2, -0.3], [-2.9, 1.0, -1.7], [0.5, -0.5, 2.3], [2.6, -0.6, -0.1], [0.3, -0.7, -0.1], [0.0, 0.3, -0.1], [-0.4, 0.4, 0.1], [-0.7, -0.7, -0.2], [0.7, 0.3, -0.6], [0.2, 0.1, 0.7], [0.8, -1.1, -0.3], [-2.2, -0.6, -0.1], [1.2, 1.9, 1.0], [1.0, -0.4, -0.5], [0.8, 1.4, 0.1], [-1.3, -1.4, -0.1], [1.2, 1.9, -1.3], [0.2, 0.8, 0.2], [-1.5, -1.9, 1.0], [1.0, 1.3, 1.4], [-0.2, -0.2, -1.5], [-0.7, -1.0, -0.1], [1.0, 0.6, 3.6], [0.8, -1.2, -2.4], [-1.7, 0.7, -1.1], [-4.0, 0.6, -0.6], [0.9, 0.0, 0.9], [2.0, -0.8, -0.1], [0.1, 0.9, 1.2], [0.2, -0.2, 0.0], [0.0, -0.8, -1.3], [0.0, -1.1, -1.3], [0.3, 0.6, 0.2], [0.5, 0.2, 1.2], [-3.1, -1.2, 2.8], [2.4, 1.9, -3.1], [1.7, -1.2, -0.4], [-0.8, 0.5, 0.7], [-0.5, 0.1, -0.5], [1.2, -0.6, -0.3], [4.1, 1.0, -3.5], [-0.7, -0.1, 0.5], [-2.8, -1.0, 2.7], [0.3, 1.5, 1.0], [0.3, -0.8, 0.1], [-0.8, -0.5, -0.4], [0.5, 0.7, 0.0], [-0.6, -0.5, -0.1], [0.0, -0.2, 0.1], [2.5, 2.8, -1.2], [-1.5, 0.2, 0.5], [-1.1, -2.5, 0.7]]
}